(1)
{
  "formula": "C25H22BrIrN5O3S",
  "method": "the ωB97M-V functional and the def2-TZVPD basis",
  "elements": ["Ir", "Br", "S", "O", "O", "O", "N", "N", "N", "N", "N", "C", "C", "C", "C", "C", "C", "C", "C", "C", "C", "C", "C", "C", "C", "C", "C", "C", "C", "C", "C", "C", "C", "C", "C", "C", "H", "H", "H", "H", "H", "H", "H", "H", "H", "H", "H", "H", "H", "H", "H", "H", "H", "H", "H", "H", "H", "H"],
  "positions_angstrom": [[1.3734, -2.5413, -0.8826], [3.8370, -3.0791, -0.8755], [-1.5799, 6.4754, -0.8678], [-2.3253, 5.3577, -1.3716], [-1.5313, 7.6559, -1.6727], [-1.4864, 6.6079, 0.5665], [1.1618, 6.6932, -0.9678], [0.2547, 4.5368, -0.9320], [-3.0393, -2.4388, -1.1114], [-0.6241, -2.7733, -1.2824], [1.4826, -0.2794, -1.1143], [-4.7969, -1.6048, -2.5785], [2.3935, 6.1786, -0.9541], [0.3779, 0.4451, -1.3728], [1.5137, -2.6918, 1.2086], [1.7940, -2.5062, 3.9994], [2.8091, -2.6984, 1.7896], [1.4784, 3.9695, -0.9181], [4.2440, -2.4766, 3.7646], [2.5823, 0.3846, -0.7247], [1.5045, 2.5205, -0.9200], [-1.7743, -2.6061, -1.1665], [2.6011, 4.8106, -0.9404], [0.3436, 1.8139, -1.2734], [5.2493, -2.6883, 1.5952], [0.2136, 5.8181, -0.9717], [5.3652, -2.5001, 2.9795], [-4.7149, -0.9045, -0.1901], [2.6375, 1.7544, -0.6148], [-3.8624, -2.7700, -2.2700], [4.0014, -2.7950, 1.0434], [2.9543, -2.5713, 3.2026], [-5.6374, -1.2916, -1.3437], [-3.7352, -2.0401, 0.1069], [0.5524, -2.5285, 3.4253], [0.4155, -2.6050, 2.0344], [-4.2841, -2.9094, 0.4893], [6.1351, -2.7474, 0.9823], [-0.5786, -2.5863, 1.6142], [-6.2409, -2.1609, -1.0713], [4.3269, -2.3803, 4.8366], [3.4664, -0.2018, -0.5099], [-2.9948, -1.7319, 0.8494], [-4.1648, 0.0040, -0.4460], [-0.3347, -2.4622, 4.0327], [1.9005, -2.4145, 5.0687], [-0.5586, 2.3653, -1.4794], [-3.2004, -2.9887, -3.1111], [-4.2117, -0.7263, -2.8612], [3.5531, 2.2103, -0.2811], [-0.5002, -0.1013, -1.6934], [-6.3247, -0.4761, -1.5573], [-4.4466, -3.6671, -2.0344], [-5.2940, -0.7013, 0.7107], [-5.4295, -1.8744, -3.4232], [3.5982, 4.4095, -0.9750], [6.3451, -2.3813, 3.4165], [3.2027, 6.8917, -0.9572]],
  "lowdin_charge": [1.040, 0.890, 0.397, -0.368, -0.333, -0.350, 0.159, 0.159, -0.065, 0.026, -0.053, -0.161, -0.078, -0.099, -0.207, 0.010, -0.230, -0.212, 0.009, -0.116, -0.092, -0.200, 0.010, 0.051, -0.086, -0.379, -0.038, -0.158, 0.034, -0.114, -0.521, -0.147, -0.187, -0.113, -0.044, -0.084, 0.141, 0.117, 0.082, 0.122, 0.129, 0.089, 0.126, 0.126, 0.119, 0.129, 0.133, 0.136, 0.125, 0.123, 0.100, 0.123, 0.142, 0.126, 0.125, 0.097, 0.123, 0.115],
  "total_charge": 1,
  "gap_ev": [2.47, 2.47],
  "max_force_ev_per_a": 5.18,
  "de_lowest_kj_mol": 210.9
}



(2)
{
  "formula": "H28O14",
  "method": "the ωB97M-V functional and the def2-TZVPD basis",
  "elements": ["O", "O", "O", "O", "O", "O", "O", "O", "O", "O", "O", "O", "O", "O", "H", "H", "H", "H", "H", "H", "H", "H", "H", "H", "H", "H", "H", "H", "H", "H", "H", "H", "H", "H", "H", "H", "H", "H", "H", "H", "H", "H"],
  "positions_angstrom": [[2.5908, -1.6340, -1.8768], [0.6057, 3.9631, -0.0190], [-0.3361, 2.6509, -2.2830], [-2.3449, 1.1806, 2.7476], [0.1338, -0.5078, 0.0412], [1.2932, -3.8460, 1.5912], [-0.8144, -1.1204, 2.3892], [-1.6412, 2.5960, 0.6009], [1.0545, 1.6026, 2.3281], [1.8407, 1.4618, -0.6480], [-2.5330, -0.1376, -0.6484], [-0.0608, -2.6501, -1.7608], [-1.1881, -3.2104, 0.5509], [0.5906, 0.0572, -3.1530], [-1.1006, -2.0309, 2.1346], [0.0045, 2.9177, -3.1325], [1.1162, 3.2083, 0.1865], [0.4321, 2.6806, -1.6739], [1.1237, -4.7341, 1.9225], [-0.1955, -0.7798, 0.9293], [-2.4361, 3.0905, 0.7500], [-1.7148, -3.9642, 0.8012], [-1.9786, 0.2893, 2.6063], [2.2474, 1.0134, 0.0714], [1.4607, 0.2059, -3.4630], [0.6690, 2.4363, 2.7193], [-2.0015, 1.7006, 2.0463], [0.6782, -3.2495, -1.5858], [1.4919, 1.0710, 2.9867], [0.4514, -3.5947, 1.2168], [0.3868, 0.4212, 0.2270], [3.4448, -1.2869, -2.1829], [1.9242, -0.9183, -1.8456], [-0.0798, -1.2082, 2.9688], [-1.3348, -3.1340, -0.4268], [-0.3032, 3.7092, 0.2900], [2.5137, 1.4663, -1.3190], [0.3107, 0.8678, -2.6884], [-1.7901, 2.3815, -0.2954], [-1.5958, -0.3082, -0.7035], [-2.9340, -0.7046, -1.3056], [0.0187, -1.9520, -1.0945]],
  "lowdin_charge": [-0.072, -0.073, -0.050, -0.070, -0.086, -0.059, -0.031, -0.012, -0.047, -0.032, -0.040, -0.064, -0.069, -0.038, 0.072, 0.053, -0.040, 0.013, 0.035, 0.003, 0.086, 0.069, -0.004, 0.046, 0.012, 0.092, -0.062, 0.057, 0.039, -0.041, 0.033, 0.043, -0.011, 0.064, 0.068, 0.019, 0.069, 0.001, 0.033, -0.023, 0.038, -0.019],
  "total_charge": 0,
  "gap_ev": 10.00,
  "max_force_ev_per_a": 2.39,
  "de_lowest_kj_mol": 150.7
}



(3)
{
  "formula": "C22H45N2OP3RhSe",
  "method": "the ωB97M-V functional and the def2-TZVPD basis",
  "elements": ["Rh", "Se", "P", "P", "P", "O", "N", "N", "C", "C", "C", "C", "C", "C", "C", "C", "C", "C", "C", "C", "C", "C", "C", "C", "C", "C", "C", "C", "C", "C", "H", "H", "H", "H", "H", "H", "H", "H", "H", "H", "H", "H", "H", "H", "H", "H", "H", "H", "H", "H", "H", "H", "H", "H", "H", "H", "H", "H", "H", "H", "H", "H", "H", "H", "H", "H", "H", "H", "H", "H", "H", "H", "H", "H", "H"],
  "positions_angstrom": [[-0.0282, 0.7429, 0.0126], [0.4500, -0.3819, 2.6410], [0.2970, 2.9542, 0.8954], [-2.2272, 0.3609, 0.1310], [2.4012, 0.0334, -0.1701], [0.0907, -0.1789, -1.9763], [-1.5483, -2.1614, 3.8081], [-0.2701, -3.1682, 2.3747], [-0.5410, -1.9417, 2.9154], [3.3279, 1.1381, -1.2811], [0.8140, -3.4213, 1.4559], [-2.5999, -1.4127, -0.1962], [-0.6279, -3.9665, -1.6429], [3.5381, -0.1563, 1.2488], [1.6177, 0.5596, -5.1637], [2.0515, 3.3416, 1.1851], [-0.2726, 4.2275, -0.2486], [-0.4445, 3.3775, 2.5265], [0.5592, 2.5633, -4.3080], [-3.2004, 1.2066, -1.1554], [-2.0863, -1.1551, 4.7180], [-1.9779, -3.4669, 3.7323], [0.0309, 1.8406, -3.2443], [2.5883, -1.5774, -1.0140], [-3.0485, 0.7303, 1.7269], [0.3619, 0.4685, -3.0695], [1.0953, -0.1787, -4.1298], [-0.8437, -3.3370, -2.8059], [-1.1897, -4.1019, 2.8335], [1.3678, 1.9443, -5.2466], [-0.6384, 2.3039, -2.5180], [3.8454, 0.8203, 1.6278], [1.6930, -1.7755, -1.6117], [-3.3446, 2.2663, -0.8946], [0.2995, -4.5428, -1.4605], [-2.5882, -1.9812, 0.7453], [0.2242, 4.1300, -1.2184], [-2.6670, 1.1597, -2.1196], [-3.5448, 1.7237, 1.6946], [1.1228, -4.4679, 1.5584], [-3.8114, -0.0361, 1.9768], [3.0403, -0.7126, 2.0506], [0.3335, 3.6394, -4.3519], [1.6670, -2.7612, 1.6981], [-3.5996, -1.5093, -0.6521], [2.5827, 3.5603, 0.2495], [2.5788, 2.5303, 1.7040], [4.4279, -0.7087, 0.9219], [-0.1554, 2.6138, 3.2684], [2.1225, 4.2400, 1.8200], [2.2402, 0.0696, -5.9206], [1.2366, -1.2647, -4.0492], [-0.0613, 5.2192, 0.1787], [0.5062, -3.2290, 0.4134], [-1.5451, 3.3815, 2.4401], [-2.3185, 0.7410, 2.5626], [-1.3372, -0.3672, 4.8794], [-0.2012, -3.4861, -3.6735], [2.6707, 1.5310, -2.0693], [-3.0019, -0.7046, 4.3089], [-0.5084, 1.4386, 1.3586], [-1.3493, 4.1493, -0.4089], [1.7943, 2.5125, -6.0900], [-2.3224, -1.6351, 5.6768], [-1.1507, -5.1127, 2.4977], [2.7352, -2.3831, -0.2881], [-1.8664, -1.8698, -0.8850], [-2.7963, -3.8204, 4.3309], [3.4638, -1.5367, -1.6745], [3.7546, 1.9771, -0.7103], [-1.3682, -3.9654, -0.8475], [-1.7080, -2.6809, -2.9400], [-4.1919, 0.7297, -1.2635], [-0.0965, 4.3545, 2.8903], [4.1482, 0.5759, -1.7582]],
  "lowdin_spin": [1.455, 0.683, 0.118, 0.080, 0.069, 0.356, 0.046, 0.039, 0.032, 0.001, 0.007, 0.034, 0.000, 0.030, 0.003, 0.018, 0.031, 0.011, 0.028, 0.009, 0.006, 0.056, 0.152, 0.021, 0.016, 0.133, 0.141, 0.000, 0.065, 0.245, 0.009, 0.000, 0.001, 0.000, 0.000, 0.000, 0.000, 0.001, 0.001, 0.001, 0.002, 0.017, -0.002, 0.005, 0.006, 0.000, 0.001, 0.004, 0.002, 0.004, -0.003, 0.005, 0.008, 0.002, 0.000, 0.008, 0.004, 0.000, 0.001, 0.002, 0.014, 0.000, 0.009, 0.001, 0.003, 0.000, 0.003, 0.003, 0.003, 0.000, 0.000, 0.000, 0.002, 0.003, 0.000],
  "total_charge": 3,
  "gap_ev": [7.26, 4.96],
  "spin_multiplicity": 5,
  "max_force_ev_per_a": 2.38,
  "de_lowest_kj_mol": 0.0
}



(4)
{
  "formula": "CH3F3NS",
  "method": "the ωB97M-V functional and the def2-TZVPD basis",
  "elements": ["S", "F", "F", "F", "N", "C", "H", "H", "H"],
  "positions_angstrom": [[1.2343, 0.1741, -0.0449], [2.1462, 2.0568, -0.1711], [1.7381, -0.8882, 1.0672], [1.9056, -0.5699, -1.2450], [-0.2220, -0.1497, -0.5196], [-1.3929, -0.1473, 0.1545], [-1.8481, 0.8800, 0.2322], [-1.3472, -0.8169, 1.0388], [-2.2138, -0.5389, -0.5122]],
  "lowdin_charge": [1.242, -0.190, -0.156, -0.124, -0.117, -0.109, 0.170, 0.128, 0.157],
  "total_charge": 1,
  "gap_ev": [8.08, 8.61],
  "max_force_ev_per_a": 3.17,
  "de_lowest_kj_mol": 370.3
}



(5)
{
  "formula": "C21H24F",
  "method": "the ωB97M-V functional and the def2-TZVPD basis",
  "elements": ["F", "C", "C", "C", "C", "C", "C", "C", "C", "C", "C", "C", "C", "C", "C", "C", "C", "C", "C", "C", "C", "C", "H", "H", "H", "H", "H", "H", "H", "H", "H", "H", "H", "H", "H", "H", "H", "H", "H", "H", "H", "H", "H", "H", "H", "H"],
  "positions_angstrom": [[-2.1886, 6.0880, -0.0875], [0.9778, 0.9203, 4.8009], [0.3012, -1.0406, -0.2477], [-2.9884, 2.7359, -1.2595], [-1.5998, 2.5555, 0.7771], [-0.2418, 1.9211, 2.8965], [-2.9295, 4.1402, -1.2214], [-2.2221, 4.7139, -0.1672], [0.0760, 3.2039, 3.4402], [0.8837, -4.6352, -2.5627], [-1.5749, 3.9864, 0.8230], [1.3181, 2.2003, 5.2718], [2.2728, -4.1094, -2.9535], [0.8533, 3.3321, 4.5899], [-0.9797, 1.6643, 1.7020], [-0.2912, -3.7064, -2.9152], [1.7313, -1.6593, -2.2320], [2.7121, -2.8545, -2.1875], [-0.6429, -2.6384, -1.8630], [0.4852, -1.7469, -1.3794], [0.2112, 0.7817, 3.6525], [-2.3495, 1.9686, -0.3002], [1.9203, 2.3076, 6.1765], [0.8794, -4.8594, -1.4862], [1.0496, -0.3310, 0.1053], [-1.4337, -2.0000, -2.3015], [3.6752, -2.5251, -2.6045], [3.0098, -4.9041, -2.7594], [-3.5577, 2.2579, -2.0556], [-0.5909, -1.2138, 0.3591], [1.0887, 4.3315, 4.9700], [1.3097, 0.0366, 5.3508], [-1.0632, 4.5198, 1.6113], [-1.1812, -4.3332, -3.0595], [-0.2967, 4.1020, 2.9619], [2.3075, -3.9146, -4.0372], [-0.0967, -3.2190, -3.8801], [-1.1128, -3.1079, -0.9833], [-0.0659, -0.2148, 3.2989], [-2.4101, 0.8783, -0.3500], [1.4216, -1.5032, -3.2775], [-3.4300, 4.7531, -1.9672], [-1.1610, 0.6063, 1.4935], [0.7270, -5.5924, -3.0843], [2.9092, -3.1308, -1.1418], [2.2875, -0.7650, -1.9166]],
  "lowdin_charge": [0.062, -0.037, 0.009, -0.027, -0.157, -0.165, 0.066, -0.207, 0.020, -0.202, 0.091, -0.007, -0.216, -0.033, 0.130, -0.201, -0.158, -0.191, -0.174, -0.300, 0.017, 0.014, 0.128, 0.118, 0.059, 0.119, 0.111, 0.111, 0.125, 0.048, 0.125, 0.123, 0.102, 0.110, 0.090, 0.115, 0.111, 0.116, 0.127, 0.123, 0.123, 0.141, 0.105, 0.110, 0.116, 0.110],
  "total_charge": 1,
  "gap_ev": 5.44,
  "max_force_ev_per_a": 1.58,
  "de_lowest_kj_mol": 0.0
}



(6)
{
  "formula": "C5H10N2O",
  "method": "the ωB97M-V functional and the def2-TZVPD basis",
  "elements": ["O", "N", "N", "C", "C", "C", "C", "C", "H", "H", "H", "H", "H", "H", "H", "H", "H", "H"],
  "positions_angstrom": [[-1.8353, -0.3154, 0.5369], [0.9582, 1.2321, -0.7403], [1.0035, -1.5656, -1.1906], [1.0872, -1.2686, 2.2670], [-1.3613, 1.9630, -1.2268], [-0.2936, 1.0719, -0.6661], [-0.7966, -0.2153, -0.0746], [-0.1628, -1.4667, -0.7520], [1.2566, 2.1198, -1.1400], [0.6890, -0.2723, 1.9138], [-2.2071, 1.9847, -0.5580], [1.7812, -1.6170, 1.4993], [-0.7942, -2.3507, -0.6987], [1.5316, -0.6860, -1.1724], [1.5933, -1.2119, 3.2316], [-0.9850, 2.9741, -1.3719], [-1.7045, 1.5736, -2.1892], [0.2399, -1.9496, 2.3321]],
  "lowdin_charge": [0.106, 0.154, 0.123, -0.045, -0.014, -0.355, -0.357, -0.171, 0.074, 0.025, 0.077, 0.013, 0.108, 0.036, 0.019, 0.083, 0.098, 0.023],
  "total_charge": 0,
  "gap_ev": 8.75,
  "max_force_ev_per_a": 2.42,
  "smiles": "[H]/N=C\\C(=O)/C(C)=N/[H].C",
  "de_lowest_kj_mol": 195.5
}